1.
C17H33N2O2P2Re as an isolated structure in a non-equilibrium geometry, computed with ωB97M-V/def2-TZVPD.

Geometry as ORCA input:
```
! wB97M-V def2-TZVPD RIJCOSX def2/J DEFGRID3
* xyz 1 4
C 0.957 -1.183 -3.610
C 0.961 -1.101 -2.215
N -0.200 -1.171 -1.513
C -1.375 -1.333 -2.169
C -1.383 -1.560 -3.539
C -0.220 -1.460 -4.283
C 2.302 -1.140 -1.500
P 3.117 0.380 -0.880
Re -0.314 -1.023 0.636
P -2.429 -0.866 0.380
C -2.665 -1.373 -1.395
O 3.473 3.515 -2.879
O -0.346 1.903 -1.799
H 1.918 -1.044 -4.112
H -2.342 -1.768 -4.004
H -0.228 -1.607 -5.361
C 2.307 1.185 0.500
C 4.741 -0.197 -0.392
H -3.407 -0.695 -1.838
H -3.098 -2.390 -1.367
H 2.993 -1.455 -2.203
H 2.287 -1.891 -0.689
C -3.667 -1.833 1.315
C -3.336 0.738 0.420
H 3.312 1.377 -1.863
H 0.058 2.774 -1.955
H 4.013 4.261 -2.941
H 2.855 3.577 -3.622
H -0.697 -2.611 0.504
H -1.375 2.106 -1.850
H 3.002 1.311 1.345
H 1.904 2.162 0.185
H 1.444 0.565 0.872
H 4.852 -1.265 -0.613
H 5.485 0.370 -0.968
H 4.898 -0.024 0.677
H -4.312 0.583 -0.057
H -3.475 1.006 1.478
H -2.776 1.526 -0.099
H -4.658 -1.671 0.875
H -3.398 -2.896 1.295
H -3.653 -1.447 2.342
C -0.196 -2.098 3.474
C -0.390 -0.664 3.565
C -0.597 0.243 4.638
C -0.734 1.522 4.066
C -0.615 1.378 2.667
C -0.679 2.357 1.586
N -0.355 0.049 2.404
H -0.102 -2.440 2.403
H -1.032 -2.640 3.938
H 0.716 -2.380 4.023
H -0.594 -0.045 5.680
H -0.881 2.488 4.540
H -1.652 2.874 1.588
H 0.108 3.115 1.731
H -0.520 1.906 0.590
*
```

HOMO energy (alpha / beta) = -0.2412 / -0.3135 Ha
lowest unoccupied orbital energy (alpha / beta) = -2.29 / -4.35 eV
energy above the lowest of the compared OMol25 structures with the same formula, charge and spin = 18.2 kcal per mole

2.
C17H33N2O2P2V as an isolated structure in a non-equilibrium geometry, computed with ωB97M-V/def2-TZVPD.

Geometry as ORCA input:
```
! wB97M-V def2-TZVPD RIJCOSX def2/J DEFGRID3
* xyz 0 3
C -2.927 2.963 -0.812
C -1.965 2.123 -0.231
N -0.969 1.568 -0.978
C -1.111 1.606 -2.319
C -2.025 2.461 -2.952
C -2.916 3.202 -2.186
C -2.004 1.940 1.274
P -0.600 0.891 1.863
V 0.870 0.588 -0.032
P 0.702 -0.546 -2.504
C -0.149 0.860 -3.218
O -5.483 -0.594 1.321
O -2.975 -2.124 -1.120
H -3.636 3.476 -0.165
H -1.937 2.574 -4.041
H -3.589 3.915 -2.656
C 0.272 2.257 2.745
C -1.368 -0.071 3.225
H -0.678 0.482 -4.100
H 0.648 1.547 -3.518
H -2.879 1.433 1.598
H -1.951 2.927 1.741
C 2.338 -0.807 -3.065
C -0.289 -1.985 -2.894
H -3.580 -1.636 -0.530
H -3.587 -2.783 -1.515
H -4.723 -0.644 0.704
H -5.706 0.339 1.420
H 1.719 0.718 -1.366
H 0.512 -0.781 -1.025
H -0.402 2.653 3.528
H 1.225 1.878 3.154
H 0.482 3.040 1.995
H -1.550 0.566 4.111
H -2.321 -0.522 2.896
H -0.687 -0.891 3.499
H -0.322 -2.030 -3.982
H 0.183 -2.901 -2.518
H -1.320 -1.966 -2.498
H 2.226 -1.064 -4.111
H 2.883 0.120 -2.936
H 2.777 -1.608 -2.480
C 3.328 0.094 0.948
C 2.825 -1.276 0.946
C 3.450 -2.517 1.194
C 2.452 -3.497 1.061
C 1.240 -2.828 0.732
C -0.058 -3.481 0.503
N 1.515 -1.476 0.682
H 4.369 0.101 1.274
H 2.740 0.734 1.639
H 3.281 0.552 -0.070
H 4.472 -2.632 1.418
H 2.535 -4.551 1.168
H -0.096 -4.011 -0.457
H -0.208 -4.270 1.282
H -0.915 -2.795 0.586
*
```

HOMO energy (alpha / beta) = -0.1896 / -0.1624 Ha
lowest unoccupied orbital energy (alpha / beta) = -0.13 / -0.12 eV
energy above the lowest of the compared OMol25 structures with the same formula, charge and spin = 80.7 kcal per mole

3.
C17H33OY as an isolated structure in a non-equilibrium geometry, computed with ωB97M-V/def2-TZVPD.

Geometry as ORCA input:
```
! wB97M-V def2-TZVPD RIJCOSX def2/J DEFGRID3
* xyz 2 1
C 1.679 2.156 -0.834
H 2.591 2.761 -0.798
H 1.851 1.429 -1.653
H 1.670 1.639 0.189
C 0.450 3.036 -1.080
H -0.414 2.448 -1.447
H 0.138 3.492 -0.126
C 0.722 4.173 -2.090
H -0.171 4.795 -2.221
H 1.530 4.819 -1.725
H 1.012 3.786 -3.077
C -0.801 -2.059 -0.156
C -1.471 -1.274 -1.156
C -0.514 -0.950 -2.177
C 0.755 -1.530 -1.795
C 0.571 -2.217 -0.550
C 1.544 -3.122 0.119
C 1.999 -1.511 -2.617
C -0.786 -0.214 -3.446
C -2.929 -0.977 -1.164
C -1.466 -2.761 0.975
Y 0.166 0.208 -0.190
H 2.865 -1.835 -2.029
H 1.912 -2.187 -3.482
H 2.212 -0.507 -3.011
H 2.575 -2.860 -0.141
H 1.445 -3.060 1.209
H 1.378 -4.174 -0.164
H -2.329 -2.193 1.352
H -1.834 -3.748 0.646
H -0.780 -2.927 1.818
H -3.159 -0.100 -1.779
H -3.494 -1.835 -1.561
H -3.296 -0.784 -0.149
H 0.006 0.513 -3.685
H -0.846 -0.915 -4.292
H -1.736 0.332 -3.396
C 1.805 0.351 3.109
C 0.544 -0.479 2.980
O -0.351 0.097 1.947
C -1.299 1.168 2.273
C -1.881 1.050 3.669
H 2.410 0.376 2.186
H 2.437 -0.093 3.884
H 1.572 1.378 3.424
H 0.759 -1.491 2.608
H -0.039 -0.561 3.901
H -0.776 2.124 2.141
H -2.096 1.106 1.519
H -1.110 1.104 4.446
H -2.559 1.898 3.821
H -2.459 0.124 3.776
*
```

HOMO energy = -0.5547 Ha
lowest unoccupied orbital energy = -7.25 eV
energy above the lowest of the compared OMol25 structures with the same formula, charge and spin = 0.0 kcal per mole

4.
C17H34BiGeN4O4 as an isolated structure, computed with ωB97M-V/def2-TZVPD.

Geometry as ORCA input:
```
! wB97M-V def2-TZVPD RIJCOSX def2/J DEFGRID3
* xyz 3 1
Bi 1.288 -0.278 -1.827
O 3.452 -2.550 3.405
C 4.383 -2.059 2.610
O 5.521 -1.901 2.920
C 4.005 -1.633 1.197
C 5.014 -1.254 0.304
N 4.443 -0.838 -0.821
N 3.104 -0.926 -0.744
C 2.833 -1.406 0.497
C 1.409 -1.619 0.858
O 1.014 -2.121 1.858
O 0.531 -1.177 -0.106
H 2.578 -2.628 2.998
H 6.087 -1.275 0.437
H 4.908 -0.536 -1.669
C 2.012 4.295 0.593
C 2.981 3.554 -0.323
C 2.939 4.100 -1.746
C 4.399 3.589 0.231
N 2.649 2.076 -0.366
N 1.322 1.841 -0.924
H 2.266 5.354 0.629
H 2.061 3.914 1.616
H 0.976 4.245 0.241
H 3.408 5.083 -1.765
H 1.923 4.272 -2.124
H 3.495 3.467 -2.441
H 4.717 4.624 0.352
H 5.099 3.094 -0.443
H 4.455 3.120 1.216
H 2.589 1.751 0.599
H 1.227 2.521 -1.689
H 0.559 2.055 -0.272
C -4.713 -2.307 0.995
C -4.259 -3.750 1.148
C -3.196 -4.123 0.123
C -1.813 -3.533 0.466
Ge -1.831 -1.605 0.456
C -1.943 -0.605 -1.215
C -3.408 -0.241 -1.599
C -3.971 0.890 -0.748
C -5.358 1.317 -1.215
H -5.177 -1.886 1.886
H -5.385 -2.173 0.147
H -3.876 -1.578 0.791
H -5.133 -4.385 1.004
H -3.898 -3.951 2.159
H -3.521 -3.793 -0.870
H -3.066 -5.203 0.052
H -1.069 -3.890 -0.249
H -1.490 -3.835 1.464
H -1.713 -0.785 1.735
H -1.521 -1.206 -2.033
H -1.409 0.356 -1.126
H -4.029 -1.138 -1.531
H -3.423 0.049 -2.652
H -3.284 1.743 -0.796
H -4.019 0.595 0.308
H -5.327 1.701 -2.235
H -5.762 2.099 -0.575
H -6.055 0.479 -1.196
*
```

HOMO energy = -0.6913 Ha
lowest unoccupied orbital energy = -11.43 eV
energy above the lowest of the compared OMol25 structures with the same formula, charge and spin = 13.2 kcal per mole